This record from OMol25 describes a 17-piece molecular cluster, C68H150F27N8O26 overall. The level of theory is wB97M-V/def2-TZVPD.

Each line ends with the Mulliken charge.
Geometry (Å):
C (-1.388, -1.294, 5.137)  -0.02
C (0.103, -1.051, 5.522)  -0.09
C (0.558, 0.418, 5.137)  -0.02
O (1.938, 0.672, 5.455)  -0.59
C (2.479, 1.826, 4.810)  -0.19
N (0.306, -1.310, 7.049)  0.04
H (0.007, -2.255, 7.243)  0.40
H (1.277, -1.258, 7.321)  0.43
H (-0.184, -0.704, 7.692)  0.23
H (-1.813, -2.237, 5.480)  0.55
H (-1.582, -1.311, 4.065)  -0.77
H (-2.041, -0.563, 5.614)  -0.06
H (0.755, -1.811, 5.091)  0.21
H (0.040, 1.104, 5.807)  0.74
H (0.308, 0.652, 4.102)  -0.19
H (2.292, 1.808, 3.736)  -0.11
H (3.545, 1.868, 5.032)  0.17
H (1.992, 2.707, 5.230)  0.37
C (-3.283, 0.488, -6.648)  -1.42
C (-3.106, -0.995, -6.168)  0.51
C (-1.883, -1.806, -6.752)  -0.21
O (-1.939, -3.268, -6.387)  -0.10
C (-1.382, -4.160, -7.330)  -0.98
N (-3.010, -1.055, -4.609)  1.15
H (-2.028, -1.068, -4.371)  -0.63
H (-3.583, -0.412, -4.082)  -0.18
H (-3.328, -1.992, -4.406)  0.12
H (-4.140, 1.050, -6.275)  0.38
H (-3.385, 0.465, -7.733)  0.47
H (-2.385, 1.059, -6.408)  0.18
H (-3.995, -1.584, -6.396)  0.36
H (-1.007, -1.484, -6.189)  -0.40
H (-1.705, -1.629, -7.813)  0.54
H (-1.393, -5.156, -6.887)  0.20
H (-0.389, -3.869, -7.672)  0.38
H (-2.024, -4.177, -8.211)  0.42
C (-1.528, 6.196, -4.621)  -1.50
C (-2.053, 5.207, -3.629)  0.10
C (-0.962, 4.422, -2.912)  0.31
O (-0.300, 5.033, -1.821)  0.16
C (1.006, 5.623, -1.967)  -1.05
N (-2.959, 5.881, -2.609)  0.00
H (-3.631, 6.520, -3.007)  0.42
H (-3.471, 5.254, -2.005)  0.14
H (-2.328, 6.381, -1.999)  0.47
H (-0.708, 5.760, -5.190)  0.34
H (-1.142, 7.036, -4.042)  0.44
H (-2.311, 6.625, -5.246)  0.43
H (-2.684, 4.434, -4.068)  0.21
H (-0.248, 4.000, -3.619)  0.01
H (-1.483, 3.618, -2.392)  -0.46
H (0.973, 6.180, -2.903)  0.38
H (1.755, 4.843, -2.102)  0.32
H (1.283, 6.337, -1.191)  0.24
C (6.026, 3.197, -4.288)  -1.65
C (7.302, 3.908, -3.866)  0.42
C (8.034, 3.497, -2.570)  -0.30
O (9.256, 4.205, -2.445)  -0.31
C (10.367, 3.294, -2.164)  -0.90
N (8.274, 3.919, -5.058)  -0.18
H (7.697, 4.263, -5.812)  0.40
H (9.138, 4.438, -5.130)  0.31
H (8.542, 2.957, -5.214)  0.35
H (5.650, 3.424, -5.286)  0.45
H (5.351, 3.524, -3.497)  0.26
H (6.100, 2.113, -4.208)  0.41
H (6.967, 4.940, -3.765)  0.18
H (8.288, 2.438, -2.623)  0.70
H (7.469, 3.621, -1.646)  -0.14
H (10.256, 2.377, -2.744)  0.37
H (10.338, 2.874, -1.158)  0.39
H (11.398, 3.647, -2.192)  0.32
C (-1.211, -6.259, 2.462)  -1.86
C (-2.269, -5.336, 1.966)  0.61
C (-2.592, -4.103, 2.851)  -0.48
O (-3.783, -3.534, 2.339)  0.28
C (-4.362, -2.589, 3.176)  0.05
N (-1.998, -4.929, 0.509)  1.17
H (-1.114, -4.445, 0.437)  -0.42
H (-1.979, -5.721, -0.117)  0.53
H (-2.719, -4.277, 0.234)  -0.24
H (-0.340, -5.717, 2.830)  0.24
H (-0.792, -6.965, 1.746)  0.44
H (-1.681, -6.821, 3.269)  0.52
H (-3.227, -5.841, 1.848)  0.28
H (-1.776, -3.384, 2.790)  -0.23
H (-2.812, -4.422, 3.870)  0.65
H (-3.769, -1.784, 3.610)  0.13
H (-4.712, -3.025, 4.112)  0.60
H (-5.196, -2.069, 2.704)  -0.91
C (2.641, -6.337, 1.522)  -0.78
C (3.001, -6.863, 0.124)  0.43
C (2.882, -8.360, -0.031)  -0.94
O (3.257, -8.776, -1.391)  -0.27
C (2.641, -10.011, -1.736)  -0.75
N (2.113, -6.132, -0.896)  0.76
H (2.091, -5.134, -0.743)  -0.70
H (2.472, -6.280, -1.829)  0.20
H (1.152, -6.428, -0.801)  0.34
H (2.936, -6.947, 2.375)  0.54
H (1.562, -6.403, 1.666)  -0.20
H (2.828, -5.269, 1.633)  0.10
H (4.007, -6.572, -0.178)  0.37
H (1.856, -8.671, 0.166)  0.39
H (3.625, -8.871, 0.580)  0.38
H (3.084, -10.408, -2.650)  0.25
H (1.555, -9.921, -1.764)  0.28
H (2.957, -10.678, -0.934)  0.35
C (-3.554, 5.313, 3.235)  -1.81
C (-2.735, 5.643, 2.107)  0.23
C (-1.563, 4.710, 1.670)  0.90
O (-0.508, 4.729, 2.659)  -0.60
C (0.574, 3.904, 2.322)  -0.18
N (-3.619, 6.193, 0.921)  -0.04
H (-3.931, 5.454, 0.308)  0.02
H (-4.474, 6.591, 1.281)  0.39
H (-3.186, 7.000, 0.495)  0.42
H (-4.064, 4.350, 3.197)  0.22
H (-4.343, 6.034, 3.450)  0.48
H (-3.013, 5.254, 4.179)  0.42
H (-2.236, 6.570, 2.389)  0.25
H (-1.180, 5.144, 0.745)  -0.06
H (-1.845, 3.678, 1.464)  -0.06
H (1.358, 4.153, 3.036)  0.35
H (0.859, 3.818, 1.273)  0.00
H (0.125, 2.946, 2.582)  0.12
C (-2.478, -0.429, 0.949)  -0.70
C (-1.915, 0.030, -0.416)  0.95
C (-0.794, 1.166, -0.495)  0.28
O (0.376, 0.779, 0.240)  1.17
C (1.602, 1.057, -0.489)  -0.54
N (-1.384, -1.252, -1.088)  4.65
H (-2.146, -1.916, -1.101)  -0.77
H (-1.113, -0.916, -2.001)  -1.16
H (-0.592, -1.705, -0.655)  -0.91
H (-3.411, -0.951, 0.735)  0.32
H (-2.569, 0.404, 1.645)  0.09
H (-1.772, -1.095, 1.446)  -0.24
H (-2.723, 0.491, -0.984)  -0.59
H (-1.232, 2.073, -0.079)  -0.47
H (-0.590, 1.387, -1.543)  -0.47
H (1.660, 2.143, -0.568)  0.29
H (1.623, 0.586, -1.471)  0.01
H (2.441, 0.679, 0.096)  -0.40
C (0.980, 0.207, -4.557)  -1.14
O (2.104, -0.340, -3.798)  0.73
O (-0.141, -0.221, -3.780)  -0.29
C (1.222, 1.781, -4.614)  0.48
F (1.581, 2.356, -3.485)  -0.17
F (2.205, 1.993, -5.448)  -0.31
F (0.168, 2.413, -5.127)  -0.32
C (3.359, -0.547, -4.438)  -0.53
C (4.403, -0.947, -3.372)  -0.45
H (5.360, -1.194, -3.830)  0.51
H (4.499, -0.098, -2.695)  -0.09
H (4.011, -1.755, -2.755)  -0.13
H (3.728, 0.215, -5.125)  0.29
H (3.251, -1.362, -5.153)  0.25
H (0.932, -0.265, -5.539)  0.33
C (-4.980, 2.775, -1.409)  -0.80
O (-5.039, 1.874, -0.235)  0.26
O (-3.885, 3.609, -1.121)  -0.86
C (-5.022, 2.062, -2.837)  0.68
F (-5.518, 0.847, -2.744)  -0.37
F (-5.739, 2.650, -3.844)  -0.36
F (-3.854, 1.799, -3.384)  -0.13
C (-6.017, 2.053, 0.733)  -0.32
C (-5.506, 1.355, 2.037)  -0.37
H (-4.541, 1.775, 2.322)  0.11
H (-6.138, 1.314, 2.924)  0.54
H (-5.279, 0.312, 1.814)  -0.56
H (-6.951, 1.649, 0.342)  0.28
H (-6.132, 3.082, 1.073)  0.21
H (-5.944, 3.278, -1.331)  0.62
C (-2.772, 1.597, 8.081)  -0.19
O (-3.992, 1.054, 8.563)  -0.31
O (-1.800, 0.653, 8.421)  -0.89
C (-2.926, 2.093, 6.617)  0.65
F (-3.664, 1.291, 5.832)  -0.04
F (-3.556, 3.313, 6.619)  -0.33
F (-1.823, 2.249, 5.994)  -0.27
C (-5.183, 1.882, 8.649)  0.05
C (-6.320, 1.218, 9.424)  -1.08
H (-5.921, 0.789, 10.344)  0.30
H (-7.131, 1.901, 9.677)  0.39
H (-6.790, 0.434, 8.830)  0.11
H (-5.501, 2.206, 7.658)  0.20
H (-5.009, 2.757, 9.275)  0.19
H (-2.667, 2.505, 8.674)  0.26
C (2.703, -5.321, -4.825)  0.23
O (1.264, -5.265, -4.406)  -0.49
O (3.177, -6.414, -4.039)  -0.92
C (2.698, -5.505, -6.389)  0.84
F (1.565, -5.290, -7.035)  -0.22
F (3.574, -4.728, -7.024)  -0.34
F (3.055, -6.775, -6.691)  -0.29
C (0.816, -4.029, -3.768)  0.42
C (-0.672, -4.241, -3.390)  -1.16
H (-1.030, -3.333, -2.903)  0.08
H (-1.413, -4.577, -4.115)  0.37
H (-0.844, -4.998, -2.625)  0.41
H (0.896, -3.197, -4.467)  0.20
H (1.424, -3.804, -2.892)  -0.14
H (3.176, -4.371, -4.573)  -0.20
C (-8.619, -0.726, 5.132)  -0.01
O (-8.590, -1.261, 3.771)  -0.15
O (-9.893, -0.891, 5.683)  -0.94
C (-7.413, -1.504, 5.876)  0.71
F (-7.452, -2.790, 5.768)  -0.31
F (-6.217, -1.160, 5.453)  -0.24
F (-7.290, -1.212, 7.177)  -0.34
C (-8.787, -0.359, 2.668)  -0.60
C (-8.003, -0.949, 1.497)  -0.25
H (-8.428, -1.928, 1.274)  0.43
H (-8.035, -0.299, 0.622)  0.36
H (-6.940, -1.022, 1.724)  -0.55
H (-8.480, 0.686, 2.709)  0.30
H (-9.861, -0.433, 2.495)  0.38
H (-8.428, 0.340, 5.251)  0.16
C (-4.992, -3.457, -1.927)  -0.38
O (-5.174, -3.956, -0.548)  -0.04
O (-3.725, -2.858, -2.057)  -0.51
C (-5.402, -4.583, -3.027)  0.62
F (-5.160, -4.207, -4.254)  -0.26
F (-4.692, -5.710, -2.746)  -0.29
F (-6.713, -4.913, -2.962)  -0.28
C (-6.471, -4.396, -0.143)  -0.39
C (-6.644, -4.551, 1.414)  -0.86
H (-6.657, -3.646, 2.022)  -0.03
H (-7.628, -4.964, 1.637)  0.49
H (-5.856, -5.193, 1.806)  0.14
H (-6.570, -5.364, -0.635)  0.32
H (-7.250, -3.705, -0.466)  0.30
H (-5.719, -2.648, -2.002)  0.15
C (1.694, -2.609, 0.595)  -0.02
O (2.942, -3.325, 0.341)  0.29
O (0.604, -3.454, 0.302)  -0.51
C (1.772, -1.927, 1.952)  -0.29
F (2.077, -2.770, 2.948)  -0.35
F (2.680, -0.915, 2.119)  0.05
F (0.608, -1.336, 2.344)  -0.01
C (4.163, -2.573, 0.071)  0.28
C (5.282, -3.544, -0.358)  -1.64
H (5.495, -4.279, 0.418)  0.33
H (4.892, -4.018, -1.259)  0.33
H (6.211, -2.979, -0.431)  0.47
H (4.388, -2.122, 1.038)  0.22
H (4.195, -1.835, -0.731)  -0.10
H (1.619, -1.900, -0.229)  -0.38
C (6.621, 7.005, 0.754)  0.05
O (7.810, 7.505, 0.230)  -0.32
O (5.935, 8.090, 1.310)  -0.91
C (5.818, 6.044, -0.217)  0.74
F (6.041, 4.771, -0.169)  -0.13
F (4.474, 5.993, -0.086)  -0.33
F (5.887, 6.566, -1.493)  -0.35
C (8.829, 6.583, -0.202)  0.77
C (9.827, 7.432, -0.958)  -1.59
H (10.706, 6.815, -1.144)  0.36
H (9.503, 8.015, -1.819)  0.34
H (10.122, 8.229, -0.276)  0.43
H (8.501, 6.011, -1.070)  -0.43
H (9.338, 6.003, 0.568)  0.27
H (6.989, 6.440, 1.610)  0.06
C (7.003, 1.441, 3.609)  0.09
O (7.007, 1.160, 2.150)  -0.42
O (8.174, 0.829, 4.139)  -0.93
C (6.698, 2.965, 4.010)  0.69
F (7.315, 3.317, 5.198)  -0.29
F (7.167, 3.736, 2.994)  -0.24
F (5.398, 3.206, 4.043)  -0.20
C (5.756, 1.087, 1.459)  0.26
C (6.009, 0.958, -0.092)  -1.32
H (6.820, 1.560, -0.504)  0.38
H (6.280, -0.044, -0.424)  0.36
H (5.234, 1.330, -0.762)  0.18
H (5.119, 1.967, 1.552)  0.27
H (5.245, 0.141, 1.639)  0.21
H (6.116, 0.942, 3.999)  -0.08

The calculation puts the lowest unoccupied orbital energy at -0.0382 Ha. For the molecular weight, the calculation gives 2008.924 g mol⁻¹. As for the gap between HOMO and LUMO: 2.601 eV. As for the net charge: -1. The energy comes out at -7770.7440 Eh. The value obtained for the strongest force on any atom is 0.101 hartree/bohr.